--- a ---
# C23H32N4O2

The molecule C23H32N4O2 (ωB97M-V/def2-TZVPD, the OMol25 dataset).

ORCA input file:
```
! RIJCOSX wB97M-V def2-TZVPD def2/J DEFGRID3
* xyz 0 1
C -1.508 -4.751 -0.455
H -1.774 -4.660 -1.506
H -2.313 -4.327 0.138
H -1.408 -5.807 -0.214
C -0.210 -4.009 -0.168
H 0.589 -4.405 -0.798
H 0.077 -4.172 0.870
C -0.350 -2.508 -0.462
N -1.441 -1.931 0.314
C -2.042 -0.751 -0.277
H -1.523 0.177 0.011
H -1.970 -0.837 -1.363
C -3.528 -0.641 0.091
H -3.978 -1.630 0.012
H -3.642 -0.296 1.121
C -4.265 0.321 -0.845
N -3.690 1.646 -0.801
C -2.803 2.067 -1.716
O -2.549 1.502 -2.756
C -2.095 3.375 -1.302
N -1.228 3.121 -0.168
N -0.002 2.758 -0.471
C 0.860 2.464 0.466
C 0.490 2.582 1.839
C -0.775 2.950 2.150
C -1.749 3.189 1.116
O -2.942 3.418 1.290
H -1.118 3.041 3.169
H 1.205 2.362 2.616
C 2.167 1.972 0.027
C 3.274 1.941 0.870
C 4.478 1.427 0.427
C 4.615 0.929 -0.862
C 3.511 0.974 -1.708
C 2.307 1.486 -1.276
H 1.453 1.517 -1.935
H 3.600 0.596 -2.716
C 5.910 0.348 -1.337
H 6.720 0.583 -0.652
H 5.826 -0.737 -1.410
H 6.161 0.727 -2.326
H 5.327 1.413 1.096
H 3.213 2.334 1.874
H -1.477 3.716 -2.132
H -2.832 4.128 -1.013
H -3.794 2.182 0.055
H -4.187 -0.028 -1.877
H -5.320 0.385 -0.565
C -1.103 -1.778 1.717
C 0.185 -0.982 1.965
C 1.345 -1.617 1.206
C 0.977 -1.750 -0.269
H 1.774 -2.260 -0.813
H 0.872 -0.749 -0.697
H 1.564 -2.600 1.627
H 2.244 -1.002 1.306
H 0.394 -0.953 3.036
H 0.051 0.046 1.623
H -0.994 -2.776 2.148
H -1.943 -1.294 2.221
H -0.636 -2.424 -1.517
*
```

Gap between HOMO and LUMO = 7.80 eV
SMILES = CC[C@@H]1CCCCN1CCCNC(=O)Cn1nc(-c2ccc(C)cc2)ccc1=O
HOMO = -7.975 eV
LUMO level = -0.2 eV
Molar mass = 396.53 g mol⁻¹

***

--- b ---
# C23H32N4O2

The molecule C23H32N4O2 (ωB97M-V/def2-TZVPD, the OMol25 dataset).

ORCA input file:
```
! RIJCOSX wB97M-V def2-TZVPD def2/J DEFGRID3
* xyz 0 1
C 0.154 -1.786 2.119
H -0.475 -0.936 1.865
C 0.691 -2.432 0.848
C 1.498 -3.711 1.096
C 2.973 -3.470 1.424
N 3.170 -2.770 2.673
C 3.790 -1.580 2.754
O 4.269 -1.021 1.782
C 3.858 -0.996 4.158
H 2.998 -1.321 4.746
H 4.763 -1.385 4.632
C 3.917 0.537 4.134
C 2.582 1.091 3.641
O 1.701 1.419 4.408
N 2.508 1.129 2.288
C 1.399 1.385 1.474
C 1.500 1.058 0.138
C 0.422 1.253 -0.736
C -0.784 1.807 -0.231
N -1.870 2.014 -0.994
C -1.836 1.708 -2.276
N -2.946 2.020 -3.010
C -3.279 1.390 -4.266
H -2.381 1.122 -4.819
C -4.154 0.153 -4.031
C -5.419 0.557 -3.278
C -5.050 1.290 -1.990
H -5.948 1.646 -1.484
C -4.130 2.471 -2.307
H -3.806 2.962 -1.390
H -4.650 3.190 -2.948
H -4.523 0.613 -1.316
H -6.019 -0.327 -3.051
H -6.020 1.215 -3.910
H -4.408 -0.307 -4.987
H -3.589 -0.571 -3.440
H -3.836 2.120 -4.866
C -0.669 1.150 -2.871
C 0.449 0.921 -2.122
C 1.679 0.334 -2.742
H 2.524 1.012 -2.626
H 1.935 -0.610 -2.261
H 1.525 0.151 -3.803
H -0.650 0.912 -3.923
C -0.854 2.147 1.136
C 0.207 1.943 1.972
H 0.145 2.194 3.018
H -1.776 2.571 1.504
H 2.425 0.639 -0.231
H 3.299 0.731 1.790
H 4.087 0.907 5.145
H 4.732 0.859 3.486
H 2.769 -3.185 3.500
H 3.438 -2.855 0.651
H 3.496 -4.433 1.467
H 1.035 -4.284 1.904
H 1.472 -4.331 0.198
H -0.157 -2.676 0.204
H 1.310 -1.710 0.313
H 0.957 -1.424 2.754
H -0.445 -2.497 2.686
*
```

Gap between HOMO and LUMO = 7.86 eV
SMILES = CCCCNC(=O)CCC(=O)Nc1ccc2nc(N3CCCCC3)cc(C)c2c1
HOMO = -7.177 eV
LUMO level = 0.7 eV
Molar mass = 396.53 g mol⁻¹

***

--- c ---
# C23H32N4O2

The molecule C23H32N4O2 (ωB97M-V/def2-TZVPD, the OMol25 dataset).

ORCA input file:
```
! RIJCOSX wB97M-V def2-TZVPD def2/J DEFGRID3
* xyz 0 1
C 3.925 1.889 -4.292
C 2.686 2.409 -3.573
C 2.613 1.975 -2.108
C 3.722 2.580 -1.250
C 3.510 2.386 0.253
C 3.562 0.919 0.701
H 4.080 0.840 1.660
C 2.173 0.286 0.850
H 1.570 0.564 -0.019
C 1.448 0.800 2.103
C -0.028 1.022 1.826
O -0.414 1.618 0.836
N -0.866 0.576 2.784
H -0.518 -0.072 3.473
C -2.291 0.800 2.718
C -3.112 -0.393 2.297
C -4.302 -0.209 1.602
C -5.061 -1.309 1.248
C -4.592 -2.567 1.597
N -3.463 -2.757 2.256
C -2.747 -1.700 2.602
H -1.829 -1.921 3.128
H -5.141 -3.462 1.339
H -5.986 -1.198 0.705
H -4.626 0.789 1.340
H -2.442 1.612 2.001
H -2.636 1.137 3.705
H 1.588 0.114 2.938
H 1.852 1.774 2.386
C 2.293 -1.246 0.903
C 0.935 -1.892 1.107
O 0.450 -2.069 2.209
N 0.314 -2.250 -0.035
H 0.740 -2.028 -0.921
C -0.968 -2.914 -0.071
C -2.047 -2.111 -0.744
C -2.001 -0.726 -0.841
C -3.045 -0.059 -1.461
C -4.102 -0.803 -1.957
N -4.161 -2.122 -1.867
C -3.162 -2.751 -1.279
H -3.253 -3.829 -1.229
H -4.943 -0.331 -2.450
H -3.030 1.016 -1.547
H -1.173 -0.166 -0.434
H -1.253 -3.103 0.970
H -0.864 -3.881 -0.577
H 2.928 -1.523 1.747
H 2.753 -1.615 -0.015
H 4.143 0.347 -0.025
H 4.287 2.949 0.776
H 2.547 2.820 0.529
H 3.771 3.654 -1.451
H 4.685 2.148 -1.530
H 1.647 2.285 -1.702
H 2.665 0.885 -2.063
H 1.796 2.040 -4.089
H 2.668 3.500 -3.626
H 3.982 0.804 -4.218
H 4.830 2.312 -3.866
H 3.890 2.157 -5.346
*
```

Gap between HOMO and LUMO = 9.85 eV
SMILES = CCCCCCC(CC(=O)NCc1cccnc1)CC(=O)NCc1cccnc1
HOMO = -9.204 eV
LUMO level = 0.6 eV
Molar mass = 396.53 g mol⁻¹

***

Short version: b, c, a, most stable first.

***

--- a ---
# C4H10NO3

The ion C4H10NO3 with charge +1 (ωB97M-V/def2-TZVPD, the OMol25 dataset).

ORCA input file:
```
! RIJCOSX wB97M-V def2-TZVPD def2/J DEFGRID3
* xyz 1 1
O 1.779 -1.235 -1.679
C 1.293 -0.927 -0.661
O 1.486 -1.609 0.490
C 0.302 0.367 -0.480
C -1.066 -0.354 -0.328
C -2.284 0.580 0.061
O -1.971 1.391 1.198
N 0.757 1.345 0.748
H 2.397 -1.910 0.462
H 0.305 1.090 -1.366
H -1.264 -0.779 -1.201
H -1.048 -1.135 0.424
H -2.428 1.306 -0.840
H -3.126 0.008 0.327
H -2.212 0.882 2.037
H 0.022 2.043 0.858
H 1.626 1.919 0.752
H 0.611 0.793 1.689
*
```

Gap between HOMO and LUMO = 10.94 eV
SMILES = [NH3+][C@H](CCO)C(=O)O
HOMO = -14.636 eV
LUMO level = -3.7 eV
Molar mass = 120.13 g mol⁻¹

***

--- b ---
# C4H10NO3

A cluster of 2 separate species, C4H10NO3 in total (ωB97M-V/def2-TZVPD, the OMol25 dataset).

ORCA input file:
```
! RIJCOSX wB97M-V def2-TZVPD def2/J DEFGRID3
* xyz 1 1
C -2.290 0.606 -0.006
C -1.122 0.709 -0.590
C 0.512 0.000 1.333
C 0.233 0.560 -0.058
N 1.249 1.050 -0.768
O 1.723 -0.751 1.149
O 0.749 1.100 2.129
O 0.205 -1.630 -1.194
H -3.185 0.811 -0.500
H -2.381 0.550 1.069
H -1.115 0.737 -1.593
H -0.290 -0.724 1.746
H 2.217 0.930 -0.349
H 1.119 1.720 -1.534
H -0.052 -2.517 -1.367
H 2.051 -1.006 2.006
H 0.295 1.031 2.917
H 1.161 -1.677 -0.962
*
```

Gap between HOMO and LUMO = 9.98 eV
HOMO = -14.936 eV
LUMO level = -5.0 eV
Molar mass = 120.13 g mol⁻¹

***

Short version: a, b, most stable first.

***

--- a ---
# C5H14O3

A cluster of 3 separate species, C5H14O3 in total (ωB97M-V/def2-TZVPD, the OMol25 dataset).

ORCA input file:
```
! RIJCOSX wB97M-V def2-TZVPD def2/J DEFGRID3
* xyz 0 1
O 2.518 0.514 -1.851
C 2.603 0.873 -0.706
C 1.529 0.857 0.336
C 0.328 -0.079 -0.065
C 0.402 -1.331 0.824
C -0.984 0.699 -0.100
H 3.605 1.222 -0.387
H 1.833 0.497 1.323
H 1.183 1.858 0.616
H 0.524 -0.412 -1.085
H 1.395 -1.759 0.689
H -0.223 -2.156 0.456
H -0.028 -1.089 1.797
H -1.021 1.170 -1.088
H -1.859 0.049 -0.170
H -1.081 1.449 0.679
H -4.971 -0.810 2.757
H -3.803 -0.995 3.744
O -4.097 -1.156 2.834
H 1.222 0.765 -3.384
H 0.517 -0.543 -3.454
O 0.408 0.376 -3.766
*
```

Gap between HOMO and LUMO = 10.92 eV
SMILES = CC(C)CC=O.O.O
HOMO = -10.172 eV
LUMO level = 0.7 eV
Molar mass = 122.16 g mol⁻¹

***

--- b ---
# C5H14O3

A cluster of 3 separate species, C5H14O3 in total (ωB97M-V/def2-TZVPD, the OMol25 dataset).

ORCA input file:
```
! RIJCOSX wB97M-V def2-TZVPD def2/J DEFGRID3
* xyz 0 1
O 0.083 -2.494 -0.251
C -0.969 -2.028 -0.585
C -0.992 -0.856 -1.597
C -0.678 0.450 -0.998
C 0.411 0.105 0.075
C 0.001 1.306 -2.079
H -1.873 -2.382 -0.180
H -0.174 -1.261 -2.316
H -1.977 -0.964 -2.145
H -1.543 1.017 -0.651
H -0.030 -0.486 0.835
H 0.565 1.006 0.647
H 1.295 -0.129 -0.460
H -0.636 1.805 -2.729
H 0.634 2.036 -1.723
H 0.688 0.814 -2.844
H -0.699 5.310 3.704
H -1.477 6.008 2.633
O -1.057 5.164 2.841
H 3.141 -2.078 1.463
H 2.029 -3.138 0.837
O 2.651 -2.847 1.663
*
```

Gap between HOMO and LUMO = 10.60 eV
SMILES = CC(C)CC=O.O.O
HOMO = -9.760 eV
LUMO level = 0.8 eV
Molar mass = 122.16 g mol⁻¹

***

Short version: a, b, most stable first.

***

--- a ---
# C33H28Br2N8O3RhS

A structure of composition C33H28Br2N8O3RhS (ωB97M-V/def2-TZVPD, the OMol25 dataset).

ORCA input file:
```
! RIJCOSX wB97M-V def2-TZVPD def2/J DEFGRID3
* xyz 1 5
Rh 0.045 0.377 0.666
C -3.571 -0.800 1.199
C -3.138 0.183 2.229
C -4.029 0.647 3.196
C -3.615 1.543 4.167
C -2.284 1.988 4.167
C -1.732 2.893 5.107
Br -2.806 3.601 6.489
C -0.399 3.282 5.051
C 0.415 2.803 4.048
Br 2.234 3.276 3.930
C -0.074 1.934 3.031
O 0.680 1.576 2.060
C -1.443 1.499 3.138
N -1.874 0.623 2.210
H -4.614 -1.071 1.340
H -2.958 -1.699 1.249
H -3.447 -0.383 0.201
H -5.049 0.298 3.188
H -4.307 1.897 4.915
H -0.007 3.960 5.791
O -2.607 -1.871 -1.889
S -1.682 -0.781 -1.826
O -2.245 0.530 -1.640
N -0.586 -1.008 -0.586
C -0.266 -2.290 -0.236
C -0.435 -3.437 -1.036
C -0.129 -4.685 -0.523
C 0.343 -4.837 0.774
C 0.601 -3.711 1.581
C 1.129 -3.773 2.886
C 1.363 -2.583 3.568
C 1.084 -1.372 2.969
N 0.550 -1.283 1.735
C 0.311 -2.432 1.053
C -0.687 -0.717 -3.328
C 0.695 -0.778 -3.289
C 1.417 -0.643 -4.466
C 0.758 -0.482 -5.674
C -0.628 -0.420 -5.703
C -1.353 -0.518 -4.524
H -0.816 -3.338 -2.038
H -0.265 -5.560 -1.140
H 0.522 -5.817 1.189
H 1.359 -4.725 3.331
H 1.773 -2.599 4.565
H 1.307 -0.444 3.473
H 1.209 -0.930 -2.350
H 2.497 -0.658 -4.442
H 1.328 -0.411 -6.590
H -1.144 -0.293 -6.642
H -2.430 -0.453 -4.522
N -0.625 3.332 -3.842
C -0.765 3.273 -2.499
C -0.241 2.200 -1.747
N -0.435 2.115 -0.440
C -1.070 3.137 0.152
C -1.504 4.225 -0.585
N -1.375 4.291 -1.896
H -0.437 2.491 -4.360
H -1.128 4.075 -4.302
H 0.309 1.413 -2.239
H -1.226 3.101 1.219
H -1.990 5.064 -0.109
C 5.311 -1.568 -1.150
N 4.245 -0.620 -0.956
C 4.244 0.698 -1.308
C 3.042 1.210 -0.913
N 2.314 0.222 -0.328
C 3.063 -0.861 -0.361
H 5.895 -1.301 -2.030
H 4.893 -2.567 -1.281
H 5.972 -1.580 -0.280
H 5.074 1.165 -1.795
H 2.654 2.204 -1.018
H 2.781 -1.826 0.018
*
```

Gap between HOMO and LUMO (alpha / beta) = 4.26 / 5.48 eV
HOMO (alpha / beta) = -7.509 / -10.902 eV
⟨S²⟩ = 6.081
LUMO level (alpha / beta) = -3.2 / -5.4 eV
Molar mass = 879.42 g mol⁻¹

***

--- b ---
# C33H28Br2N8O3RhS

A structure of composition C33H28Br2N8O3RhS (ωB97M-V/def2-TZVPD, the OMol25 dataset).

ORCA input file:
```
! RIJCOSX wB97M-V def2-TZVPD def2/J DEFGRID3
* xyz 1 5
Rh -0.630 -0.028 -0.132
C -0.064 1.517 3.004
C -0.926 0.312 3.138
C -1.149 -0.252 4.411
C -2.000 -1.311 4.546
C -2.602 -1.869 3.401
C -3.514 -2.952 3.422
Br -4.056 -3.725 5.064
C -4.017 -3.483 2.253
C -3.594 -2.985 1.034
Br -4.272 -3.714 -0.569
C -2.651 -1.933 0.908
O -2.240 -1.532 -0.217
C -2.220 -1.324 2.151
N -1.444 -0.231 2.056
H -0.190 2.196 3.844
H -0.254 2.032 2.063
H 0.972 1.173 3.007
H -0.647 0.165 5.270
H -2.219 -1.729 5.518
H -4.728 -4.296 2.283
O 0.633 -1.749 1.495
S 1.869 -1.001 1.423
O 2.373 -0.412 2.636
N 1.499 0.165 0.338
C 2.241 1.194 -0.094
C 3.581 1.431 0.204
C 4.254 2.499 -0.383
C 3.629 3.348 -1.267
C 2.270 3.161 -1.596
C 1.544 3.970 -2.496
C 0.233 3.673 -2.771
C -0.364 2.579 -2.133
N 0.273 1.827 -1.265
C 1.568 2.080 -0.999
C 3.104 -2.110 0.756
C 4.442 -1.977 1.074
C 5.344 -2.910 0.587
C 4.903 -3.953 -0.214
C 3.552 -4.095 -0.492
C 2.645 -3.176 0.007
H 4.083 0.772 0.892
H 5.295 2.649 -0.137
H 4.170 4.175 -1.700
H 2.026 4.808 -2.975
H -0.347 4.262 -3.463
H -1.391 2.313 -2.332
H 4.760 -1.175 1.721
H 6.387 -2.838 0.854
H 5.611 -4.673 -0.599
H 3.198 -4.930 -1.078
H 1.581 -3.279 -0.135
N -0.891 -1.458 -5.745
C -0.216 -1.493 -4.581
C -0.739 -0.982 -3.363
N 0.008 -0.911 -2.282
C 1.260 -1.365 -2.359
C 1.737 -1.948 -3.523
N 1.015 -2.001 -4.622
H -1.885 -1.323 -5.753
H -0.469 -1.934 -6.527
H -1.766 -0.660 -3.285
H 1.886 -1.275 -1.490
H 2.716 -2.400 -3.568
C -4.151 4.471 0.903
N -3.744 3.156 0.481
C -4.562 2.111 0.170
C -3.746 1.076 -0.190
N -2.447 1.476 -0.105
C -2.480 2.728 0.308
H -5.238 4.523 0.932
H -3.780 5.225 0.207
H -3.758 4.693 1.898
H -5.630 2.179 0.226
H -4.016 0.092 -0.515
H -1.629 3.362 0.467
*
```

Gap between HOMO and LUMO (alpha / beta) = 6.83 / 4.37 eV
HOMO (alpha / beta) = -9.675 / -9.624 eV
⟨S²⟩ = 6.042
LUMO level (alpha / beta) = -2.8 / -5.3 eV
Molar mass = 879.42 g mol⁻¹

***

Short version: b, a, most stable first.

***

--- a ---
# C3H2F2O

A cluster of 2 separate species, C3H2F2O in total (ωB97M-V/def2-TZVPD, the OMol25 dataset).

ORCA input file:
```
! RIJCOSX wB97M-V def2-TZVPD def2/J DEFGRID3
* xyz 0 1
C -0.324 1.336 -1.138
C -0.526 0.442 -0.284
C -0.818 -0.398 0.771
O 2.005 -0.892 0.408
F -0.853 0.026 2.025
F -1.167 -1.604 0.653
H -0.253 2.103 -1.862
H 1.936 -1.014 -0.573
*
```

Gap between HOMO and LUMO (alpha / beta) = 5.58 / 5.58 eV
HOMO (alpha / beta) = -8.206 / -8.218 eV
LUMO level (alpha / beta) = -2.6 / -2.6 eV
Molar mass = 92.04 g mol⁻¹

***

--- b ---
# C3H2F2O

The molecule C3H2F2O (ωB97M-V/def2-TZVPD, the OMol25 dataset).

ORCA input file:
```
! RIJCOSX wB97M-V def2-TZVPD def2/J DEFGRID3
* xyz 0 1
C 0.017 1.008 0.660
C -0.171 -0.250 0.449
C 0.072 -0.900 -0.930
H 0.106 1.632 -0.443
H 0.637 -0.020 -1.509
O -0.124 -1.978 -1.375
F 0.172 1.683 1.835
F -0.710 -1.175 1.314
*
```

Gap between HOMO and LUMO = 10.50 eV
SMILES = O=C/C(F)=C/F
HOMO = -10.696 eV
LUMO level = -0.2 eV
Molar mass = 92.04 g mol⁻¹

***

Short version: b, a, most stable first.

***

--- a ---
# C7H15NO

A cluster of 2 separate species, C7H15NO in total (ωB97M-V/def2-TZVPD, the OMol25 dataset).

ORCA input file:
```
! RIJCOSX wB97M-V def2-TZVPD def2/J DEFGRID3
* xyz 0 1
O 0.271 -1.584 -3.455
C -0.916 -1.833 -3.297
N -1.554 -1.598 -2.112
C -1.792 -2.422 -4.381
H -2.547 -1.808 -1.983
H -1.011 -1.200 -1.341
H -1.188 -2.574 -5.292
H -2.628 -1.744 -4.623
H -2.206 -3.395 -4.068
C 0.294 0.892 2.815
C 1.270 0.991 1.897
C -0.853 1.833 3.057
C 2.346 -0.060 1.802
C 1.407 2.107 0.895
H 0.329 0.017 3.477
H -0.836 2.690 2.364
H -0.804 2.215 4.091
H -1.806 1.293 2.926
H 2.334 -0.524 0.801
H 3.336 0.397 1.966
H 2.194 -0.849 2.557
H 1.373 1.687 -0.124
H 0.607 2.861 0.991
H 2.380 2.606 1.038
*
```

Gap between HOMO and LUMO = 9.53 eV
SMILES = CC=C(C)C.CC(N)=O
HOMO = -8.838 eV
LUMO level = 0.7 eV
Molar mass = 129.20 g mol⁻¹

***

--- b ---
# C7H15NO

A cluster of 2 separate species, C7H15NO in total (ωB97M-V/def2-TZVPD, the OMol25 dataset).

ORCA input file:
```
! RIJCOSX wB97M-V def2-TZVPD def2/J DEFGRID3
* xyz 0 1
C -0.515 -0.381 -1.562
C 0.722 -0.643 -0.709
C 0.619 -2.015 -0.077
O -0.639 0.921 -2.097
H 0.128 1.101 -2.650
H -1.420 -0.562 -0.988
H -0.524 -1.118 -2.376
H 1.612 -0.580 -1.347
H 0.289 -2.764 -0.795
H 1.580 -2.334 0.326
C 1.023 0.465 0.482
C -1.714 -0.588 2.209
C 1.369 1.845 -0.059
C -1.733 0.429 1.383
N -2.145 1.404 0.781
H -1.819 1.627 -0.149
H 1.918 0.029 0.934
H 0.423 0.567 1.386
H -0.115 -1.980 0.738
H -2.494 -1.329 2.190
H -0.962 -0.675 2.970
H 1.751 2.476 0.742
H 2.142 1.778 -0.825
H 0.505 2.327 -0.509
*
```

Gap between HOMO and LUMO = 9.63 eV
SMILES = CC[C@@H](C)CO.C=C=N
HOMO = -8.775 eV
LUMO level = 0.9 eV
Molar mass = 129.20 g mol⁻¹

***

Short version: a, b, most stable first.